Entry 1:
Density functional theory data (ωB97M-V/def2-TZVPD) for C18H33IrN8O3P as an isolated structure.

Output
E_tot ... -1813.30121 Ha
Lowest unoccupied orbital energy (alpha / beta) ... -10.94 / -15.85 eV
HOMO (alpha / beta) ... -17.3 / -19.8 eV

```
! wB97M-V def2-TZVPD RIJCOSX def2/J DEFGRID3
* xyz 4 6
Ir 8.377 9.153 8.746
C 3.637 6.454 4.615
O 4.121 7.605 5.290
C 4.562 8.544 4.295
C 5.002 9.825 4.930
O 6.207 9.637 5.745
C 7.309 10.215 5.043
C 8.505 10.539 5.913
O 9.043 9.450 6.664
C 10.030 8.762 5.807
H 2.540 6.413 4.574
H 4.062 6.391 3.635
H 3.966 5.601 5.231
H 5.413 8.167 3.750
H 3.758 8.829 3.577
H 5.217 10.560 4.131
H 4.241 10.176 5.599
H 7.621 9.546 4.246
H 6.981 11.136 4.503
H 9.337 10.846 5.241
H 8.240 11.386 6.595
H 10.883 9.405 5.636
H 10.368 7.904 6.350
H 9.566 8.391 4.911
C 8.044 12.930 12.700
N 7.765 12.301 11.409
C 7.224 12.910 10.291
C 7.348 12.034 9.262
N 7.943 10.906 9.677
C 8.226 11.056 11.042
P 8.584 9.681 12.227
C 7.554 8.378 11.389
N 7.192 8.529 10.127
C 5.977 7.983 9.895
C 5.445 7.586 11.081
N 6.395 7.846 12.054
C 6.358 7.121 13.338
C 10.082 9.041 11.307
N 10.185 9.200 9.984
C 11.603 9.056 9.712
C 12.258 8.901 10.882
N 11.362 8.970 11.905
C 11.722 8.831 13.334
H 7.750 12.240 13.473
H 7.464 13.831 12.860
H 9.127 13.081 12.779
H 6.911 13.939 10.281
H 6.942 12.213 8.237
H 5.524 7.811 8.923
H 4.383 7.309 11.323
H 5.772 6.223 13.214
H 5.993 7.799 14.107
H 7.423 6.827 13.540
H 12.029 9.112 8.729
H 13.349 8.787 10.977
H 12.311 7.933 13.441
H 10.810 8.797 14.020
H 12.334 9.646 13.765
N 7.811 6.547 6.890
N 8.525 7.176 8.030
H 6.835 6.946 6.902
H 7.741 5.544 7.108
H 9.537 7.032 7.781
H 8.409 6.561 8.846
*
```

Entry 2:
Density functional theory data (ωB97M-V/def2-TZVPD) for a 3-piece molecular cluster, CH8NO2 overall.

Output
E_tot ... -247.86229 Ha
Lowest unoccupied orbital energy ... -4.62 eV
HOMO ... -16.0 eV

```
! wB97M-V def2-TZVPD RIJCOSX def2/J DEFGRID3
* xyz 1 1
C -0.181 -0.225 -1.151
N 0.476 -1.051 -0.465
H -0.600 -0.381 -2.134
H -0.444 0.767 -0.794
H 0.869 -0.677 0.404
H 0.863 -1.936 -0.765
H 1.628 1.577 1.552
H 2.833 1.143 0.678
O 1.864 1.220 0.690
H -2.931 -0.657 0.337
H -2.310 0.228 1.395
O -2.163 -0.138 0.534
*
```

Entry 3:
Density functional theory data (ωB97M-V/def2-TZVPD) for C35H38AsBr2N4ORb as an isolated structure.

Output
E_tot ... -9058.66178 Ha
Lowest unoccupied orbital energy ... 0.11 eV
HOMO ... -6.5 eV

```
! wB97M-V def2-TZVPD RIJCOSX def2/J DEFGRID3
* xyz 0 1
Rb 0.236 -0.148 -0.028
Br 0.399 0.087 5.329
C 1.578 -1.124 4.461
C 2.368 -1.964 5.251
C 3.227 -2.853 4.670
Br 4.274 -3.977 5.795
C 3.339 -2.934 3.265
C 4.213 -3.813 2.589
C 4.265 -3.810 1.226
C 3.433 -2.924 0.520
N 2.601 -2.098 1.103
C 2.533 -2.079 2.464
C 1.589 -1.127 3.056
O 0.870 -0.374 2.330
H 2.296 -1.906 6.328
H 4.841 -4.479 3.165
H 4.939 -4.467 0.692
H 3.472 -2.885 -0.569
C -0.015 2.866 2.310
N -1.119 2.436 1.454
C -2.023 1.582 2.216
C -1.814 3.584 0.904
C -2.811 3.243 -0.187
N -2.257 2.463 -1.285
C -1.188 3.182 -1.956
C -3.310 2.131 -2.230
H -0.369 3.461 3.168
H 0.680 3.480 1.732
H 0.513 1.990 2.691
H -2.499 2.130 3.045
H -1.457 0.748 2.640
H -2.809 1.184 1.571
H -1.065 4.279 0.519
H -2.365 4.127 1.692
H -3.224 4.198 -0.559
H -3.651 2.684 0.231
H -1.517 4.170 -2.322
H -0.840 2.603 -2.809
H -0.345 3.331 -1.279
H -3.804 3.030 -2.638
H -4.069 1.517 -1.744
H -2.894 1.571 -3.066
C 1.495 -5.010 -1.913
C 0.916 -3.708 -1.584
N 0.462 -2.687 -1.326
H 2.450 -4.867 -2.418
H 0.820 -5.555 -2.572
H 1.656 -5.587 -1.003
C -1.883 1.344 -7.692
C -2.844 0.937 -6.774
C -2.458 0.455 -5.532
C -1.108 0.370 -5.190
C -0.152 0.782 -6.112
C -0.539 1.268 -7.358
As -0.655 -0.279 -3.394
C -1.680 -1.941 -3.459
C -2.481 -2.226 -2.359
C -3.259 -3.376 -2.325
C -3.241 -4.253 -3.400
C -2.462 -3.964 -4.516
C -1.695 -2.807 -4.550
C 1.205 -0.787 -3.716
C 1.638 -1.905 -4.425
C 2.993 -2.151 -4.591
C 3.937 -1.275 -4.059
C 3.516 -0.149 -3.369
C 2.155 0.086 -3.197
H -2.183 1.715 -8.665
H -3.896 0.991 -7.028
H -3.216 0.124 -4.831
H 0.902 0.729 -5.867
H 0.216 1.584 -8.068
H -2.492 -1.549 -1.515
H -3.875 -3.588 -1.459
H -3.844 -5.153 -3.376
H -2.466 -4.633 -5.369
H -1.131 -2.568 -5.445
H 0.918 -2.601 -4.841
H 3.318 -3.024 -5.145
H 4.994 -1.468 -4.189
H 4.241 0.542 -2.959
H 1.833 0.979 -2.674
*
```